{"formula": "C32H53N7O3P2SSi2Sr", "method": "ωB97M-V/def2-TZVPD", "elements": ["Sr", "C", "N", "C", "P", "O", "O", "P", "O", "N", "C", "C", "N", "C", "C", "N", "C", "C", "H", "H", "H", "H", "H", "H", "H", "H", "H", "H", "H", "H", "H", "H", "H", "H", "H", "H", "H", "H", "H", "H", "H", "H", "C", "N", "C", "C", "N", "C", "S", "C", "C", "C", "C", "C", "N", "H", "H", "H", "H", "H", "H", "H", "H", "H", "C", "Si", "C", "C", "H", "H", "H", "H", "H", "H", "H", "H", "H", "C", "C", "C", "C", "C", "C", "Si", "C", "C", "C", "C", "C", "C", "H", "H", "H", "H", "H", "H", "H", "H", "H", "H", "H"], "coordinates": [[0.13645, 1.71648, 0.44076], [2.49587, -1.01153, -0.08786], [3.59566, -0.00963, 0.07218], [4.89828, -0.72240, -0.03556], [3.45336, 0.65560, 1.93741], [2.19231, 1.42879, 1.86242], [4.80926, 1.18316, 2.13492], [3.38191, 1.23085, -1.26452], [2.22922, 2.06364, -0.86791], [3.07787, 0.37193, -2.61543], [3.99861, -0.54786, -3.26939], [1.68429, 0.34963, -3.10849], [4.82991, 1.96070, -1.44074], [5.32153, 2.38151, -2.75408], [5.28983, 2.86856, -0.37715], [3.21063, -0.73523, 2.76820], [4.31237, -1.47777, 3.36135], [1.88546, -1.22861, 3.11754], [2.76550, -1.91754, 0.44893], [2.32827, -1.26325, -1.12955], [1.57230, -0.63752, 0.35366], [4.97466, -1.41534, 0.79985], [5.70985, -0.00620, 0.01894], [4.93844, -1.29018, -0.96387], [5.01460, -0.40622, -2.90649], [3.99503, -0.36548, -4.34577], [3.70851, -1.58908, -3.09729], [0.99882, -0.07450, -2.37037], [1.65550, -0.29897, -3.98197], [1.35241, 1.34506, -3.38849], [4.85679, 1.82307, -3.55787], [6.40271, 2.23748, -2.79531], [5.10509, 3.44107, -2.91100], [6.35093, 2.70523, -0.18569], [4.75843, 2.70041, 0.55105], [5.13188, 3.90107, -0.69578], [4.35553, -2.49919, 2.96646], [4.17752, -1.54083, 4.44393], [5.25135, -0.96855, 3.16166], [1.11002, -0.53447, 2.79670], [1.80283, -1.32976, 4.20244], [1.70461, -2.20960, 2.66578], [0.63910, -4.73070, 1.34368], [-0.23849, -3.58135, 1.29373], [-0.97428, -3.07204, 2.35650], [-1.68669, -2.03385, 1.89242], [-1.36854, -1.89739, 0.54558], [-0.48653, -2.87460, 0.16246], [0.11630, -3.18419, -1.36945], [-2.06830, -1.05615, -0.36867], [-3.40192, -1.30724, -0.62207], [-4.05659, -0.49555, -1.53899], [-3.34239, 0.49590, -2.18483], [-2.00521, 0.65729, -1.86048], [-1.37566, -0.08138, -0.94448], [0.44526, -5.27554, 2.26450], [1.68577, -4.42337, 1.31500], [0.44718, -5.36731, 0.48264], [-0.90284, -3.48228, 3.34774], [-2.34574, -1.34341, 2.38578], [-3.90301, -2.11994, -0.11531], [-5.10741, -0.64491, -1.74802], [-3.80701, 1.16473, -2.89685], [-1.41426, 1.43099, -2.33708], [-3.64328, 1.11440, 2.94595], [-1.74720, 1.45835, 2.99847], [-1.21271, 0.47684, 4.56681], [-1.73667, 3.25217, 3.67730], [-4.10130, 1.35176, 3.91266], [-3.91204, 0.07833, 2.71282], [-4.12974, 1.73746, 2.18894], [-1.86783, 0.69890, 5.41664], [-0.19385, 0.75422, 4.85571], [-1.21954, -0.60848, 4.42004], [-2.33485, 3.33754, 4.59169], [-2.14181, 3.96107, 2.94890], [-0.72041, 3.58058, 3.91494], [1.21833, 3.37830, -5.56950], [1.81015, 4.07259, -4.51780], [1.11536, 4.27442, -3.33566], [-0.19814, 3.81313, -3.14938], [-0.76352, 3.11501, -4.22333], [-0.07263, 2.89833, -5.41343], [-0.97572, 4.04960, -1.40305], [-2.87817, 3.97897, -1.64690], [-3.65214, 3.48750, -0.58952], [-5.03375, 3.37340, -0.67590], [-5.68430, 3.73351, -1.84763], [-4.94400, 4.23383, -2.91205], [-3.56492, 4.36540, -2.80292], [1.75368, 3.22534, -6.49859], [2.81392, 4.46876, -4.62899], [1.59866, 4.81851, -2.52938], [-1.78115, 2.74567, -4.14908], [-0.55336, 2.36315, -6.22415], [-0.70936, 5.51826, -1.21899], [-3.15875, 3.17504, 0.32835], [-5.59891, 2.99407, 0.16769], [-6.76045, 3.63957, -1.92767], [-5.44520, 4.53808, -3.82352], [-3.01275, 4.78653, -3.63591]], "e_tot_ha": -3550.9576, "homo_energy_ev": -5.91, "spin_multiplicity": 1, "relative_energy_ev": 1.0047}


{"formula": "C32H54BrCl4FILiMgNO8PS", "method": "ωB97M-V/def2-TZVPD", "elements": ["C", "O", "C", "C", "C", "C", "C", "O", "N", "C", "C", "C", "C", "O", "O", "P", "O", "I", "C", "C", "C", "O", "C", "C", "O", "C", "C", "C", "C", "C", "C", "C", "C", "C", "C", "C", "C", "C", "C", "H", "H", "H", "H", "H", "H", "H", "H", "H", "H", "H", "H", "H", "H", "H", "H", "H", "H", "H", "H", "H", "H", "H", "H", "H", "H", "H", "H", "H", "H", "H", "H", "H", "H", "H", "H", "H", "H", "H", "H", "H", "H", "H", "H", "H", "H", "H", "Cl", "C", "Cl", "Cl", "Cl", "H", "C", "S", "O", "C", "H", "H", "H", "H", "H", "H", "Mg", "Br", "Li", "F"], "coordinates": [[0.93048, -3.55564, 0.11254], [0.89607, -3.17788, -1.26083], [2.20153, -2.94604, -1.75370], [2.34040, -1.58666, -2.47153], [2.10436, -0.32862, -1.56534], [3.37486, 0.51150, -1.23475], [4.58687, -0.43674, -0.94527], [5.35205, -0.94698, -1.72965], [4.58776, -0.50277, 0.44735], [4.28553, 0.76900, 1.05267], [5.29786, 1.93636, 0.98775], [6.70443, 1.67313, 1.61012], [6.86279, 0.35664, 2.37690], [7.44222, -0.58044, 1.84338], [6.42552, 0.18608, 3.66546], [3.49358, 0.77463, 2.80018], [2.27548, 1.91603, 2.80320], [2.45983, -1.43521, 3.15749], [3.04326, 1.20532, 0.13711], [2.88071, 2.70491, -0.23475], [1.65080, 2.85882, -1.15340], [0.42027, 2.64437, -0.44378], [-0.67579, 2.87615, -1.30971], [-1.93457, 3.21793, -0.51829], [-2.19480, 2.17014, 0.43447], [-3.38083, 1.51846, 0.24996], [-4.44209, 1.74989, 1.11883], [-5.63723, 1.06812, 0.97981], [-5.84859, 0.12858, -0.02520], [-7.16129, -0.68359, -0.16838], [-7.38343, -0.84412, -1.73204], [-6.85669, -2.07819, 0.44908], [-8.40249, 0.07410, 0.39156], [-9.57501, -0.76954, 0.97495], [-10.77027, 0.23969, 1.12423], [-10.11171, -1.89203, 0.04294], [-9.31773, -1.27971, 2.43394], [-4.77981, -0.08571, -0.89408], [-3.59262, 0.58932, -0.75704], [0.00036, -4.07916, 0.37543], [0.94614, -2.66380, 0.75684], [1.78289, -4.20546, 0.36802], [2.35244, -3.70589, -2.54950], [2.98109, -3.11577, -0.99434], [1.51232, -1.58517, -3.20512], [3.27488, -1.53901, -3.04365], [1.40682, 0.35572, -2.10031], [1.56951, -0.67812, -0.63041], [3.60006, 1.16848, -2.08542], [5.23779, -1.12975, 0.90693], [4.86376, 2.78837, 1.53241], [5.47962, 2.20503, -0.06181], [6.91248, 2.48479, 2.32495], [7.46809, 1.75460, 0.83206], [6.17989, -0.75288, 3.71254], [2.65754, 2.80532, 2.78876], [2.07072, 0.88074, 0.52747], [3.71790, 3.14028, -0.79832], [2.73847, 3.27058, 0.69782], [1.66020, 3.91234, -1.49823], [1.72828, 2.24815, -2.06644], [-0.92423, 1.98345, -1.93331], [-0.48884, 3.70197, -2.02039], [-1.73318, 4.13199, 0.06720], [-2.80092, 3.39765, -1.16960], [-4.28990, 2.48603, 1.91129], [-6.39431, 1.29516, 1.73286], [-6.95430, 0.01848, -2.28047], [-8.45726, -0.88010, -2.00495], [-6.89366, -1.81289, -2.04379], [-7.45614, -2.86287, -0.04258], [-6.91065, -2.11425, 1.53933], [-5.81071, -2.31872, 0.18722], [-8.83258, 0.64634, -0.45449], [-8.15390, 0.83215, 1.14462], [-11.10186, 0.62989, 0.15142], [-11.60672, -0.32335, 1.56439], [-10.50627, 1.04024, 1.83333], [-11.16515, -2.05262, 0.33366], [-10.15834, -1.58455, -1.01443], [-9.62180, -2.86431, 0.18732], [-10.29755, -1.32573, 2.92714], [-8.70512, -0.52624, 2.95113], [-8.84837, -2.27090, 2.45428], [-4.87427, -0.82724, -1.68526], [-2.78214, 0.35317, -1.44940], [-1.43204, -1.51064, 0.95144], [5.20434, -5.14792, 0.99699], [6.14102, -3.65900, 1.15660], [3.70425, -5.04824, 1.92449], [4.86489, -5.49188, -0.70178], [5.79519, -5.96280, 1.39596], [10.50103, 0.58846, -1.70560], [9.85462, 1.72640, -0.46687], [9.51403, 2.98364, -1.16613], [11.42078, 1.99526, 0.38245], [9.68633, 0.31918, -2.37525], [11.29667, 1.07225, -2.27393], [10.87883, -0.30947, -1.21473], [12.15872, 2.39017, -0.31724], [11.77037, 1.05412, 0.80930], [11.25364, 2.71566, 1.18113], [-7.06590, -1.97318, -3.73715], [-4.07480, -0.50226, -4.35260], [-0.15559, 0.61818, -0.47106], [6.75889, 3.79054, 0.31151]], "e_tot_ha": -7667.6490, "homo_energy_ev": -6.63, "spin_multiplicity": 1}